w | A cluster of 2 separate species, C4H10NO2 in total. Source: the OMol25 dataset; level of theory: the ωB97M-V functional and the def2-TZVPD basis.

Output
* total charge: -1
* multiplicity: 1
* HOMO energy: -3.37 eV
* orbital gap: 7.14 eV

Each line ends with the Mulliken charge.
Atoms and positions in Å:
C: -0.16225 1.01217 0.25810  -0.8371
O: -2.72988 0.11529 -1.23430  -0.7898
C: -0.28562 -0.36266 0.76870  0.2769
C: 0.77731 -0.26768 -0.46505  -0.6219
C: 2.28198 0.25131 -0.02341  -0.3115
O: 3.22064 -0.58716 -0.35915  -0.8408
N: -1.51230 -1.00136 0.76236  -0.9468
H: -1.15102 1.35443 0.02251  0.4251
H: 0.53301 1.65089 0.78438  0.3028
H: 0.33791 -0.55562 1.65001  0.3814
H: 0.92293 -1.35140 -0.57219  0.3531
H: 0.67677 -0.00470 -1.52283  0.4333
H: 2.29338 1.23545 -0.57513  0.1849
H: 2.20042 0.45537 1.08320  0.1165
H: -3.20450 -0.44725 -1.85242  0.2467
H: -1.86340 -1.03957 1.70724  0.1182
H: -2.33538 -0.45750 -0.43201  0.5091

***

x | A cluster of 2 separate species, C4H10NO2 in total. Source: the OMol25 dataset; level of theory: the ωB97M-V functional and the def2-TZVPD basis.

Output
* total charge: -1
* multiplicity: 1
* HOMO energy: -3.23 eV
* orbital gap: 7.16 eV

Each line ends with the Mulliken charge.
Atoms and positions in Å:
O: 1.48368 0.94322 -3.48097  -0.5302
C: 1.47135 1.06187 -2.27708  -0.0305
C: 0.55480 0.33154 -1.34404  -0.2261
N: 1.24363 -0.01270 -0.11070  -0.7364
H: 2.20141 1.71239 -1.76026  0.3573
H: -0.25395 1.02244 -1.08070  0.2507
H: 0.08924 -0.51029 -1.86574  0.2150
H: 0.46248 0.06996 0.66214  0.4375
H: 1.60795 -0.95514 -0.16879  0.2089
C: -0.97580 -0.89858 2.21827  -0.1740
O: -0.92241 0.21667 1.42491  -0.8814
C: -2.38379 -1.14104 2.76737  -1.1451
H: -0.29439 -0.82828 3.09499  0.1719
H: -0.66573 -1.80863 1.65560  0.1887
H: -2.44251 -2.03819 3.39638  0.3519
H: -3.09295 -1.24488 1.94133  0.2890
H: -2.70467 -0.26572 3.33469  0.2528

***

y | A cluster of 2 separate species, C4H10NO2 in total. Source: the OMol25 dataset; level of theory: the ωB97M-V functional and the def2-TZVPD basis.

Output
* total charge: -1
* multiplicity: 1
* HOMO energy: -3.62 eV
* orbital gap: 5.52 eV

Each line ends with the Mulliken charge.
Atoms and positions in Å:
C: 0.42120 0.78376 -1.96246  -0.8096
N: 0.59780 0.85707 -0.56808  -0.3948
C: -0.47479 0.27559 0.05832  0.3573
C: -0.81933 -1.26843 -0.02406  -0.2818
O: -1.28230 -1.67670 -1.17665  -0.6092
C: -0.46091 0.61486 1.68661  -0.2923
O: -1.08813 -0.14110 2.56147  -0.7246
H: 0.11818 -0.15269 -2.45250  0.2788
H: 1.39267 1.03706 -2.47148  0.2942
H: -0.24167 1.56373 -2.40308  0.2722
H: -1.45532 0.76696 -0.15860  0.2530
H: 2.19580 -0.44779 1.11975  -0.1043
H: -1.44101 -1.56851 0.88095  0.2638
H: 0.07285 -1.83584 0.31468  0.1143
H: 2.40174 -1.15152 0.95666  0.0803
H: -0.60301 1.70824 1.81183  0.2912
H: 0.66622 0.63531 1.82666  0.0117

***

z | The ion C4H10NO2 with charge -1. Source: the OMol25 dataset; level of theory: the ωB97M-V functional and the def2-TZVPD basis.

Output
* total charge: -1
* multiplicity: 1
* HOMO energy: -2.34 eV
* orbital gap: 6.23 eV
* SMILES: C[C@@H](O)[C@H](N)C[O-]

Each line ends with the Mulliken charge.
Atoms and positions in Å:
C: -0.77294 1.06108 -0.61594  -0.6266
O: 0.06687 1.38788 -1.63224  -0.8641
C: -0.78314 -0.38895 -0.09230  -0.0366
C: 0.35051 -0.64241 0.91848  -0.0516
C: 1.69837 -0.17769 0.43974  -1.2903
O: 0.04359 0.14552 2.10911  -0.5743
N: -0.73103 -1.37234 -1.22493  -0.8115
H: -1.82572 1.27695 -1.01891  0.3277
H: -0.78334 1.67342 0.31583  0.1811
H: -1.73120 -0.56336 0.44552  0.3466
H: 0.30158 -1.68362 1.22838  0.4182
H: 1.93220 -0.72043 -0.46559  0.3423
H: 1.74117 0.89829 0.31815  0.2652
H: 2.38703 -0.39568 1.28078  0.3895
H: -0.90373 0.20511 2.13148  0.3318
H: -0.05098 -2.03256 -0.83906  0.2694
H: -0.15366 -0.92049 -1.93991  0.3832

***

Which structure is the least stable? The one labeled y.

***

w | A cluster of 2 separate species, C4H10NO2 in total. Source: the OMol25 dataset; level of theory: the ωB97M-V functional and the def2-TZVPD basis.

Output
* total charge: -1
* multiplicity: 1
* HOMO energy: -2.91 eV
* orbital gap: 7.07 eV

Each line ends with the Mulliken charge.
Atoms and positions in Å:
O: -1.71793 -2.33033 2.69634  -0.5608
C: -1.13676 -1.52797 1.99314  0.0581
C: -0.40735 -1.85013 0.73481  -0.4868
H: -1.12860 -0.45622 2.25583  0.4015
H: 0.62959 -2.09721 0.98663  0.2202
H: -0.40985 -0.91070 0.14592  0.0047
H: -0.86794 -2.70447 0.23682  0.3080
C: 0.69159 1.21139 -0.43392  -0.4363
O: -0.52404 0.91999 0.08767  -0.8458
C: 0.62887 1.57073 -1.92717  -0.3284
N: 1.96532 1.81095 -2.50258  -0.6068
H: 1.20187 2.05674 0.07452  0.2791
H: 1.41858 0.34304 -0.36856  0.0786
H: 0.07666 0.76625 -2.43368  0.2059
H: 0.03803 2.48322 -2.03197  0.2971
H: 2.52840 0.97199 -2.42157  0.2128
H: 1.90436 2.02713 -3.48981  0.1989

***

x | The ion C4H10NO2 with charge -1. Source: the OMol25 dataset; level of theory: the ωB97M-V functional and the def2-TZVPD basis.

Output
* total charge: -1
* multiplicity: 1
* HOMO energy: -2.53 eV
* orbital gap: 6.37 eV
* SMILES: N[C@H](CO)CC[O-]

Each line ends with the Mulliken charge.
Atoms and positions in Å:
C: 0.78054 -0.96840 1.43361  -0.5845
O: 1.23227 -0.18992 2.52953  -0.5087
C: 0.45432 -0.11985 0.07315  0.0825
C: -1.06153 0.04892 -0.13593  -0.5590
C: -1.18945 1.28987 -1.17472  -0.4529
O: -0.80178 0.87735 -2.42582  -0.9263
N: 1.08083 -0.73879 -1.03212  -0.8177
H: 1.56314 -1.71172 1.14235  0.2709
H: 0.03351 -1.66022 1.85207  0.2628
H: 1.35886 0.70763 2.18588  0.3347
H: 0.93597 0.84618 0.32584  0.0710
H: -1.68254 -0.78605 -0.48282  0.2870
H: -1.61065 0.34747 0.80246  0.2992
H: -2.17321 1.74422 -1.05241  0.2783
H: -0.34164 1.95152 -0.90220  0.2144
H: 0.80521 -0.05796 -1.79731  0.4374
H: 0.61616 -1.58025 -1.34157  0.3108

***

y | The ion C4H10NO2 with charge -1. Source: the OMol25 dataset; level of theory: the ωB97M-V functional and the def2-TZVPD basis.

Output
* total charge: -1
* multiplicity: 1
* HOMO energy: -2.38 eV
* orbital gap: 6.28 eV
* SMILES: [O-]CCCNCO

Each line ends with the Mulliken charge.
Atoms and positions in Å:
C: -0.60653 -0.76433 0.71013  -0.5729
C: -0.56946 0.52162 1.56602  -0.6049
C: -1.36969 1.81025 0.87844  -0.4988
O: -1.31414 1.79888 -0.44004  -0.8158
N: 0.75658 -1.29494 0.20998  -0.4945
C: 1.21545 -0.51248 -0.99065  -0.0944
O: 1.74580 -1.46949 -1.96879  -0.5717
H: -1.01648 -1.50917 1.37616  0.3699
H: -1.21112 -0.56902 -0.24954  0.3155
H: -1.09470 0.10075 2.55793  0.2002
H: 0.34837 0.86579 1.89675  0.4150
H: -2.34325 1.92770 1.36083  0.2124
H: -0.91457 2.80098 1.25792  0.1726
H: 1.45469 -1.19595 0.93227  0.2392
H: 2.07910 0.08133 -0.69186  0.1857
H: 0.58732 -0.06635 -1.73907  0.2736
H: 1.34267 -2.33691 -1.88420  0.2688

***

Which structure is the least stable? The one labeled y.

***

w | The molecule C5H9F. Source: the OMol25 dataset; level of theory: the ωB97M-V functional and the def2-TZVPD basis.

Output
* multiplicity: 1
* HOMO energy: -8.73 eV
* orbital gap: 9.73 eV
* SMILES: CC(C)=C(C)F

Each line ends with the Mulliken charge.
Atoms and positions in Å:
C: -1.33567 1.72238 0.34497  -1.0503
C: -0.13687 0.49263 0.09838  0.5096
C: 1.21898 0.15555 0.08286  0.4886
C: -1.03614 -0.66931 -0.23374  -1.3607
C: 1.83292 -1.13704 -0.11655  -1.2317
F: 2.16066 1.21603 0.23085  -0.3240
H: -1.25389 1.72468 1.37545  0.3083
H: -1.37010 2.64663 -0.20920  0.3430
H: -2.19563 1.19032 -0.00124  0.3563
H: -0.56860 -1.59971 -0.58236  0.2998
H: -1.67221 -0.44839 -1.04536  0.3950
H: -1.81154 -0.99179 0.60535  0.2411
H: 1.35817 -2.00644 0.37749  0.3717
H: 2.81180 -1.01328 0.29948  0.4077
H: 1.99811 -1.28226 -1.22639  0.2456

***

x | The molecule C5H9F. Source: the OMol25 dataset; level of theory: the ωB97M-V functional and the def2-TZVPD basis.

Output
* multiplicity: 1
* HOMO energy (spin up / spin down): -7.88 / -7.67 eV
* orbital gap (spin up / spin down): 8.46 / 8.33 eV

Each line ends with the Mulliken charge.
Atoms and positions in Å:
C: 0.11120 -0.14068 0.88036  -0.6510
C: 0.23360 -1.09553 -0.35248  -0.3249
C: -0.35188 1.42232 0.48690  0.3445
C: 1.56902 -1.11260 -0.96550  -0.9526
C: -1.61308 1.66156 -0.27786  -1.0932
F: 0.64505 2.13387 -0.00605  -0.2579
H: -0.60359 -0.44818 1.72085  0.3568
H: 1.07563 0.09735 1.34612  0.3178
H: -0.64544 -1.39731 -0.92021  0.4250
H: 1.85286 -0.07851 -0.81809  0.2567
H: 1.59436 -1.37531 -1.98509  0.3418
H: 2.31348 -1.69144 -0.39856  0.2532
H: -2.41971 1.55407 0.29595  0.3779
H: -1.72509 1.07745 -1.12974  0.3132
H: -1.42003 2.73334 -0.66577  0.2928

***

Which structure is the least stable? The one labeled x.